# C5H10NO2

A gas-phase ion, C5H10NO2 (charge +1) (ωB97M-V with the def2-TZVPD basis set, OMol25).

Output
- HOMO energy (eV) = -13.91
- molecular weight (g/mol) = 116.140
- relative energy (zero: lowest compared OMol25 entry of this formula, charge and spin) (eV) = 1.6843
- charge = +1
- SMILES = C[C@@H]([NH3+])/C(C=O)=C\O
- E (a.u.) = -401.4631

Each line ends with the Mulliken charge.
Cartesian coordinates (Å):
C 1.046 0.385 -1.545  -1.48
C 0.383 0.680 -0.135  -0.05
N -0.679 1.620 -0.399  -0.31
C -0.213 -0.565 0.484  0.03
C -1.533 -0.965 0.039  -0.04
O -2.296 -0.385 -0.649  -0.53
C 0.352 -1.313 1.487  -0.19
O 1.509 -1.107 2.061  -0.42
H 0.306 0.041 -2.181  0.44
H 1.425 1.185 -2.070  0.49
H 1.942 -0.173 -1.469  0.38
H 1.150 1.118 0.481  0.48
H -0.310 2.402 -0.884  0.32
H -1.119 1.845 0.554  0.36
H -1.437 0.990 -0.991  0.44
H -1.867 -1.825 0.624  0.33
H -0.193 -2.195 1.758  0.35
H 1.535 -1.739 2.836  0.41

# C28H41BrFeN2P2S

A molecular structure, C28H41BrFeN2P2S (ωB97M-V with the def2-TZVPD basis set, OMol25).

Output
- spin multiplicity = 5
- HOMO energy (alpha / beta) (eV) = -13.26 / -13.43
- molecular weight (g/mol) = 635.414
- relative energy (zero: lowest compared OMol25 entry of this formula, charge and spin) (eV) = 2.8498
- charge = +2
- E (a.u.) = -6118.8322

Each line ends with the Mulliken charge.
Cartesian coordinates (Å):
C 6.048 0.811 4.748  -0.52
C 5.517 0.917 3.443  0.63
C 6.472 0.960 2.395  -0.28
C 7.844 1.006 2.696  -0.34
N 8.307 0.973 3.944  -0.54
C 7.440 0.861 4.947  -0.28
C 4.078 0.969 3.184  0.23
C 2.933 1.187 2.819  -1.06
C 1.696 1.416 2.221  1.66
C 0.972 0.209 2.167  -1.07
C 0.629 -0.054 0.765  -1.31
C 0.043 1.114 0.088  0.48
C 0.346 2.404 0.443  0.32
C 1.368 2.515 1.406  -1.16
Fe -1.263 0.106 1.574  -0.17
P -1.939 -1.967 0.066  0.81
H 6.161 0.971 1.352  0.39
H 5.390 0.698 5.611  0.39
H 8.582 1.076 1.888  0.35
H 7.856 0.812 5.960  0.36
H 1.914 3.448 1.517  0.54
H 1.263 -0.568 2.902  0.66
H -0.126 3.279 -0.019  0.73
H 0.810 -1.046 0.356  0.26
C -3.606 -1.954 -0.761  -0.43
C -3.883 -2.809 -2.002  -1.32
H -3.791 -0.894 -0.996  0.40
H -4.320 -2.241 0.028  0.40
H -4.932 -2.665 -2.301  0.43
H -3.264 -2.525 -2.862  0.18
H -3.754 -3.882 -1.808  0.28
C -0.735 -2.516 -1.225  -0.04
C 0.526 -3.243 -0.743  -1.53
H -0.461 -1.602 -1.777  -0.61
H -1.290 -3.176 -1.914  0.74
H 1.281 -3.208 -1.541  0.42
H 0.960 -2.802 0.166  0.46
H 0.311 -4.307 -0.553  0.34
C -2.028 -3.467 1.126  -0.65
C -2.475 -4.774 0.463  -1.37
H -2.703 -3.201 1.952  0.50
H -1.017 -3.585 1.541  0.42
H -2.318 -5.600 1.171  0.40
H -3.542 -4.762 0.201  0.30
H -1.899 -5.007 -0.444  0.32
Br -2.467 1.387 -0.274  -0.47
P -0.520 2.115 -3.533  -0.01
C -1.133 0.446 -3.254  1.52
C -1.401 -0.334 -4.544  -1.38
H -2.051 0.520 -2.656  -0.18
H -0.366 -0.051 -2.650  -0.57
H -1.266 -1.417 -4.397  0.31
H -2.435 -0.178 -4.893  0.38
H -0.728 -0.020 -5.356  0.46
C -1.771 3.264 -2.839  0.07
C -1.911 4.581 -3.599  -1.39
H -1.450 3.464 -1.807  -0.07
H -2.739 2.740 -2.831  0.48
H -2.832 5.082 -3.279  0.40
H -1.070 5.243 -3.374  0.34
H -1.963 4.433 -4.681  0.38
C 0.984 2.298 -2.534  0.64
C 2.278 2.475 -3.336  -1.49
H 1.038 1.393 -1.912  -0.11
H 0.873 3.190 -1.899  0.34
H 3.083 2.823 -2.671  0.41
H 2.603 1.531 -3.799  0.37
H 2.124 3.233 -4.117  0.39
S -3.143 0.147 5.280  -0.05
C -4.319 -0.498 4.186  -0.34
C -3.804 -0.610 2.922  -0.46
N -2.448 -0.233 2.858  0.37
C -1.951 0.176 4.093  -0.17
H -5.337 -0.717 4.470  0.43
H -4.333 -0.943 2.029  0.35
H -0.945 0.581 4.202  0.37

# C3H4INO

C3H4INO in the gas phase (ωB97M-V with the def2-TZVPD basis set, OMol25).

Output
- HOMO energy (eV) = -8.42
- molecular weight (g/mol) = 196.975
- relative energy (zero: lowest compared OMol25 entry of this formula, charge and spin) (eV) = 3.7053
- charge = 0
- E (a.u.) = -544.2467

Each line ends with the Mulliken charge.
Cartesian coordinates (Å):
C -1.665 0.236 0.318  0.22
C 0.551 0.766 0.128  -0.38
C 0.870 -0.818 -0.189  -0.17
N -0.761 1.014 0.236  -0.30
O -0.179 -1.546 0.132  -0.64
I -3.708 0.001 0.128  0.24
H 1.246 1.086 0.994  0.28
H 0.877 1.238 -0.810  0.27
H 1.073 -0.744 -1.275  0.19
H 1.696 -1.235 0.337  0.30

# CF2O

2 unconnected molecules or ions with the total composition CF2O (ωB97M-V with the def2-TZVPD basis set, OMol25).

Output
- HOMO energy (eV) = -12.39
- molecular weight (g/mol) = 66.006
- relative energy (zero: lowest compared OMol25 entry of this formula, charge and spin) (eV) = 2.7654
- charge = 0
- E (a.u.) = -312.9863

Each line ends with the Mulliken charge.
Cartesian coordinates (Å):
C 0.050 0.064 0.323  0.71
O 0.609 0.965 0.749  -0.16
F 0.324 -0.391 -1.578  -0.50
F -0.982 -0.637 0.506  -0.05